<i>
The following is a quantum chemistry calculation of a single C5H6O molecule, from the OMol25 dataset.

Calculated values
HOMO: -9.060 eV
Frontier orbital gap: 8.258 eV

Last column: Löwdin charge in e.
Positions of all 12 atoms, in Å:
C 0.38978 -1.30376 -0.83896  0.0291
C 0.41461 0.06222 -0.25806  -0.3337
O 1.43924 0.44471 0.38227  0.0664
C -0.77897 0.97392 -0.16166  -0.1436
C -0.82454 0.86424 1.31363  -0.2981
C -0.45503 0.39943 2.42246  -0.0257
H 0.87039 -1.34681 -1.82118  0.1073
H -0.64465 -1.64311 -0.93131  0.1003
H 0.93967 -1.95365 -0.15378  0.1077
H -1.65543 0.58830 -0.68824  0.1183
H -0.55294 1.98920 -0.51434  0.1257
H 0.85788 0.92529 1.24917  0.1462

***

<ii>
The following is a quantum chemistry calculation of a single C5H6O molecule, from the OMol25 dataset.

Calculated values
SMILES: C#CCC(C)=O
HOMO: -9.680 eV
Frontier orbital gap: 10.562 eV

Last column: Löwdin charge in e.
Positions of all 12 atoms, in Å:
C -1.38146 0.88414 0.01101  -0.0148
C -0.92184 -0.53784 -0.21255  -0.4474
O -1.61852 -1.49592 0.02655  0.0898
C 0.50609 -0.72368 -0.74353  -0.1389
C 1.47856 -0.29128 0.26263  -0.1424
C 2.22653 0.04745 1.14316  0.1178
H -2.46012 0.89574 0.17618  0.0849
H -1.12104 1.52410 -0.83881  0.0864
H -0.87593 1.29402 0.89274  0.0887
H 0.63422 -0.14522 -1.66783  0.1245
H 0.64041 -1.78387 -0.97652  0.1238
H 2.89311 0.33238 1.92697  0.0278

***

<iii>
The following is a quantum chemistry calculation of a single C5H6O molecule, from the OMol25 dataset.

Calculated values
SMILES: C=C=C=C(C)O
HOMO: -8.037 eV
Frontier orbital gap: 8.097 eV

Last column: Löwdin charge in e.
Positions of all 12 atoms, in Å:
C -2.41324 0.26664 -0.56770  -0.0321
C -1.36991 0.73857 0.06508  -0.1543
C -0.21990 0.78864 0.56868  -0.0258
C 0.69607 -0.18100 0.25234  -0.4159
O 0.33622 -1.38094 -0.12630  0.1055
C 2.12916 0.07215 0.38290  -0.0181
H -2.77223 0.86273 -1.37884  0.0421
H -0.66126 -1.26478 -0.37283  0.1488
H -3.14565 -0.38100 -0.11300  0.0607
H 2.29902 1.11052 0.09202  0.0971
H 2.41913 -0.02211 1.43426  0.1040
H 2.70258 -0.60943 -0.23662  0.0880

***

Least stable of them? <i>.

***

<i>
The following is a quantum chemistry calculation of a single C9H19N5O3 molecule, from the OMol25 dataset.

Calculated values
SMILES: [H]/N=C(\N)NCCC[C@H](NC(=O)[C@H](C)N)C(=O)O
HOMO: -9.114 eV
Frontier orbital gap: 9.602 eV

Last column: Löwdin charge in e.
Positions of all 36 atoms, in Å:
C 2.62331 -0.65458 0.18200  -0.3738
C 1.40661 0.02106 -0.39894  -0.3456
C 3.12380 -0.47477 1.58416  -0.0722
C -0.63575 1.42483 -0.00903  -0.2545
C -0.31906 2.64136 -0.90500  -0.5167
C -1.41239 1.67119 1.24721  -0.1215
C -1.91914 0.23618 1.63960  -0.1127
C -3.07020 -0.61084 0.75878  -0.1101
C -1.91797 -1.37382 -1.23025  -0.5319
H 4.46306 -0.05808 -0.82395  0.1052
H 3.30328 -0.58798 -1.61068  0.0291
H 2.35076 -1.78547 0.29097  0.1770
H 2.27273 -0.49264 2.19837  0.0497
H 3.79275 -1.28177 1.94709  0.1024
H 3.61208 0.49499 1.79911  0.0937
H 1.06651 0.96662 1.23732  0.1259
H -1.13766 0.69274 -0.70132  0.1015
H -2.13207 2.42104 1.06404  0.1049
H -0.75675 2.10398 2.01215  0.1254
H -1.02194 -0.37929 1.53565  0.0852
H -2.30960 0.25155 2.67406  0.0988
H -3.66909 -0.93058 1.57952  0.0885
H -3.53617 0.19689 0.20104  0.1053
H -2.15211 -2.34668 0.30863  0.0985
H -1.55113 -0.45877 -2.83824  0.0434
H -0.03206 -1.87080 -1.53239  0.0301
H -0.80720 -2.75622 -2.22815  0.1441
H 0.56754 1.33318 -2.07128  0.0499
N 3.72159 -0.78980 -0.75531  0.0448
N 0.57858 0.77376 0.39790  0.1305
N -2.65350 -1.66264 -0.18526  0.0441
N -2.04123 -0.26363 -1.97806  0.1064
N -0.85124 -2.36047 -1.19748  0.0822
O 1.10287 -0.13172 -1.60730  -0.0161
O -0.53904 3.75851 -0.69142  0.1684
O 0.47982 2.28263 -1.89349  0.1202

***

<ii>
The following is a quantum chemistry calculation of a single C9H19N5O3 molecule, from the OMol25 dataset.

Calculated values
SMILES: [H]/N=C(\N)NCCC[C@H](NC(=O)[C@H](C)N)C(=O)O
HOMO: -8.487 eV
Frontier orbital gap: 8.937 eV

Last column: Löwdin charge in e.
Positions of all 36 atoms, in Å:
C -1.89210 -1.80489 0.40323  -0.3266
C -0.59965 -1.17865 -0.06294  -0.3865
C -1.64171 -2.65630 1.71057  -0.0417
C 1.52839 -0.12924 0.20808  -0.2386
C 2.64192 -0.71133 -0.66063  -0.4380
C 1.79134 0.77851 1.39857  -0.1368
C 0.63379 1.71879 1.76935  -0.1452
C 0.42106 2.82300 0.65692  -0.2429
C -1.57901 1.93156 -0.56586  -0.4800
H -1.97673 -3.05268 -1.06095  0.0417
H -3.56464 -2.44053 -0.59004  0.1107
H -2.55665 -0.89078 0.69426  0.1599
H -1.26258 -1.99813 2.52024  0.0820
H -2.49596 -3.11115 2.07770  0.0389
H -0.79165 -3.37995 1.52571  0.0959
H 0.65591 -1.38304 1.58839  0.1443
H 0.96525 0.29847 -0.54989  0.0801
H 2.81793 1.26951 1.19407  0.1514
H 2.19654 0.19921 2.25159  0.1121
H -0.33409 1.41774 1.89477  0.0433
H 1.06370 2.23233 2.66151  0.1219
H -0.34582 3.42894 1.16586  0.0949
H 1.18620 3.57962 0.50954  0.1158
H 0.30746 2.72724 -1.49118  0.1810
H -3.08630 1.95584 0.57896  -0.0393
H -3.06976 1.24040 -1.83365  0.1543
H -1.44176 0.92724 -2.34819  0.0943
H 2.10477 -2.44543 -0.26087  0.0185
N -2.54705 -2.29090 -0.86778  0.0555
N 0.65439 -1.29182 0.53966  0.0792
N -0.16298 2.38534 -0.56825  -0.0058
N -2.17192 2.05443 0.61979  0.1191
N -2.02361 1.58484 -1.80065  0.1001
O -0.40017 -0.76696 -1.22962  0.0064
O 3.24276 0.03545 -1.37480  0.1330
O 2.85267 -2.05558 -0.53695  0.1469

***

Least stable of them? <ii>.

***

<i>
The following is a quantum chemistry calculation of a 7-piece molecular cluster, H14O6S2 overall, from the OMol25 dataset.

Calculated values
SMILES: SS.O.O.O.O.O.O
HOMO: -9.368 eV
Frontier orbital gap: 9.757 eV

Last column: Löwdin charge in e.
Positions of all 22 atoms, in Å:
S 3.36090 -0.64032 1.37566  0.2490
S 2.28270 -1.86297 0.00145  0.2538
H 2.36052 0.24264 1.61498  -0.2045
H 2.78014 -1.39336 -1.15916  -0.2199
H -2.06594 -0.27306 0.35294  0.0250
H -1.17755 -0.15430 -0.80682  -0.0183
O -1.13663 -0.20669 0.15018  -0.0717
H -1.54192 1.14501 -2.68833  0.0468
H -2.78763 0.39998 -2.97899  0.0514
O -1.92203 0.26059 -2.58121  -0.0478
H 0.87194 2.42237 -1.17677  -0.0256
H 1.99963 1.48304 -1.67856  0.0341
O 1.62607 2.38211 -1.76422  -0.0724
H -1.35924 2.95206 0.19912  0.0592
H -1.06965 4.04203 -0.69759  0.0625
O -0.93601 3.07792 -0.66623  -0.0568
H -1.15401 -3.94046 1.03943  0.0167
H -1.70839 -4.59316 -0.20958  0.0317
O -1.30182 -3.78565 0.11851  -0.0512
H 0.84112 -0.47828 4.62246  0.0265
H 1.26926 -0.87294 3.22197  -0.0142
O 0.76854 -0.20656 3.71078  -0.0742

***

<ii>
The following is a quantum chemistry calculation of a 7-piece molecular cluster, H14O6S2 overall, from the OMol25 dataset.

Calculated values
SMILES: SS.O.O.O.O.O.O
HOMO: -9.024 eV
Frontier orbital gap: 9.285 eV

Last column: Löwdin charge in e.
Positions of all 22 atoms, in Å:
S -2.98790 -0.76659 -0.48032  0.2433
S -3.51692 -2.62294 0.24040  0.2345
H -2.33075 -0.06301 0.43988  -0.2393
H -2.95533 -3.43239 -0.63671  -0.2256
H 0.45707 2.37210 1.09917  0.0229
H 1.14458 1.01517 1.47878  -0.0177
O 1.21183 1.98442 1.55332  -0.0790
H -1.36299 1.24487 3.13009  0.0458
H -2.48364 0.33077 3.55584  0.0439
O -2.04584 0.66010 2.76052  -0.0737
H -0.87116 -0.27426 -3.57756  0.0296
H 0.61698 0.17920 -3.52643  0.0251
O -0.11418 -0.15839 -2.99843  -0.0735
H 1.22865 3.27705 -2.57224  0.0351
H 1.72071 1.97884 -1.79710  0.0229
O 1.88012 2.57535 -2.53215  -0.0546
H 3.50533 -2.03595 0.15097  0.0515
H 2.45400 -1.30381 -0.73508  0.0481
O 2.68754 -1.52684 0.16999  -0.0524
H -0.13847 -1.16894 1.26441  0.0438
H 1.19099 -1.54122 1.59894  0.0470
O 0.70938 -0.72352 1.41371  -0.0776

***

<iii>
The following is a quantum chemistry calculation of a 8-piece molecular cluster, H14O6S2 overall, from the OMol25 dataset.

Calculated values
HOMO: -9.157 eV
Frontier orbital gap: 2.711 eV

Last column: Löwdin charge in e.
Positions of all 22 atoms, in Å:
S -1.86339 1.57941 -1.46875  0.6969
S 2.83250 -0.28147 -0.26312  0.5641
H -2.92796 2.05177 -2.10252  -0.2262
H 3.68719 -1.22625 0.16474  -0.2269
H 1.34924 -2.19676 -0.46526  -0.0440
H 0.36096 -2.23473 -1.58592  0.0175
O 0.61308 -2.74059 -0.80194  -0.0646
H 0.06704 -0.59919 1.49250  -0.0187
H -0.37639 -1.67396 0.40961  -0.0038
O -0.68698 -0.98095 1.01710  -0.0663
H 0.54546 2.76685 0.71507  0.0443
H -0.74842 2.18513 0.05908  -0.1593
O -0.19997 2.17743 0.86790  -0.1235
H -2.96729 0.77192 0.72021  -0.0445
H -1.90776 1.09405 1.73609  0.0002
O -2.85280 0.90013 1.66037  -0.0505
H 1.85368 -0.53119 3.09571  0.0454
H 1.92348 0.10105 1.71013  -0.1161
O 1.43402 0.13247 2.55336  -0.1002
H -0.55456 -0.02356 -2.70557  -0.0822
H 0.19047 -0.73992 -3.86789  0.0401
O 0.22842 -0.53162 -2.94089  -0.0817

***

Least stable of them? <iii>.